Entry from the Open Molecules 2025 dataset: C3H4F7MgNO5S2V as an isolated structure (ωB97M-V with the def2-TZVPD basis set).

Calculated values
<S²>: 3.754
2S+1: 4
F_max: 4.2 eV Å⁻¹
Charge: +2
E_tot: -3186.51599 Ha
Orbital gap (alpha / beta): 4.98 / 5.20 eV

```
24
C3H4F7MgNO5S2V ωB97M-V with the def2-TZVPD basis set
Mg 1.612 3.156 2.043
V 0.098 -0.539 1.650
C -3.556 -0.258 -0.403
F -3.519 -1.295 0.459
F -3.127 -0.646 -1.580
F -4.754 0.255 -0.411
S -2.326 1.008 0.356
O -2.699 2.315 -0.145
O -2.386 0.865 1.795
N -0.754 0.407 -0.029
S -0.337 1.266 -1.298
O -1.300 1.320 -2.353
O 0.341 2.477 -0.889
C 0.993 0.180 -2.117
F 1.747 -0.442 -1.187
F 0.426 -0.717 -2.892
F 1.770 0.933 -2.867
F 1.215 1.335 1.757
C 3.044 -1.694 1.218
O 1.711 -2.034 1.700
H 3.296 -2.351 0.387
H 3.048 -0.630 1.012
H 3.790 -1.914 1.986
H 1.667 -2.996 1.808
```